(1)
# C16H26N2O4

2 unconnected molecules or ions with the total composition C16H26N2O4 at a distorted geometry (ωB97M-V with the def2-TZVPD basis set, OMol25).

**HOMO-LUMO gap**: 0.094 Eh
**Energy**: -1035.464357 a.u.
**LUMO energy**: -1.740 eV

Structure (ORCA input):
```
! RIJCOSX wB97M-V def2-TZVPD def2/J DEFGRID3
* xyz 0 1
C -3.709 1.461 2.231
C -2.612 1.589 1.162
C -3.161 1.047 -0.152
O -2.229 0.878 -1.195
C -1.247 -0.135 -1.049
C 0.082 0.526 -0.664
C 1.296 0.005 -1.451
C 2.540 0.018 -0.587
O 2.560 -0.543 0.479
N 3.626 0.739 -1.057
C 4.908 0.396 -0.490
C 5.637 1.363 0.186
C 6.864 1.055 0.766
C 7.355 -0.240 0.661
C 6.642 -1.210 -0.041
C 5.422 -0.894 -0.617
N -1.668 -1.114 -0.061
C -0.556 -2.019 0.332
C -2.678 -1.992 -0.592
C -3.631 -2.567 0.419
O -2.809 -2.256 -1.754
H -3.370 1.889 3.168
H -4.635 1.929 1.902
H -3.900 0.403 2.397
H -1.769 1.003 1.513
H -2.382 2.643 1.032
H -3.798 0.177 0.016
H -3.843 1.818 -0.520
H -0.037 1.567 -0.945
H 0.262 0.519 0.414
H 1.478 0.680 -2.286
H 1.146 -0.992 -1.848
H 3.645 0.755 -2.068
H 5.245 2.364 0.283
H 7.440 1.797 1.293
H 8.291 -0.520 1.120
H 7.005 -2.222 -0.132
H 4.822 -1.611 -1.156
H 0.075 -2.256 -0.517
H -1.004 -2.958 0.658
H -0.004 -1.631 1.178
H -4.597 -2.079 0.333
H -3.775 -3.626 0.243
H -3.247 -2.428 1.427
O -6.244 1.582 -0.904
H -6.047 1.571 -1.890
H -7.030 1.007 -0.676
H -6.358 2.514 -0.561
*
```


(2)
# CH4O3S

A molecular structure, CH4O3S at a distorted geometry (ωB97M-V with the def2-TZVPD basis set, OMol25).

**HOMO-LUMO gap**: 0.359 Eh
**Energy**: -664.332165 a.u.
**LUMO energy**: 0.439 eV

Structure (ORCA input):
```
! RIJCOSX wB97M-V def2-TZVPD def2/J DEFGRID3
* xyz 0 1
C 0.734 0.121 -0.576
O 1.551 0.712 0.295
O 0.660 -1.222 -0.531
O -0.804 0.957 -0.226
S -1.964 -0.128 0.109
H 0.843 0.675 -1.590
H 1.173 0.347 1.112
H -0.287 -1.466 -0.176
H -1.906 0.004 1.582
*
```


(3)
# C4H5NO2

C4H5NO2 in the gas phase (ωB97M-V with the def2-TZVPD basis set, OMol25).

**HOMO-LUMO gap (alpha / beta)**: 0.288 / 0.289 Eh
**Energy**: -360.518440 a.u.
**LUMO energy (alpha / beta)**: -0.744 / -0.679 eV

Structure (ORCA input):
```
! RIJCOSX wB97M-V def2-TZVPD def2/J DEFGRID3
* xyz 0 1
N -2.154 -0.476 -0.179
C -1.012 0.306 -0.121
C 0.236 -0.420 0.230
C 1.503 0.177 0.115
O 2.648 -0.463 -0.172
C 1.483 1.367 0.761
O -1.070 1.512 -0.324
H -2.966 0.001 -0.552
H -2.108 -1.469 -0.335
H 0.155 -1.428 0.647
H 2.407 -1.328 -0.525
H 0.887 2.226 0.460
*
```


(4)
# C21H28ClDyN3O2

A molecular structure, C21H28ClDyN3O2 at a distorted geometry (ωB97M-V with the def2-TZVPD basis set, OMol25).

**HOMO-LUMO gap (alpha / beta)**: 0.164 / 0.164 Eh
**Energy**: -2476.878408 a.u.
**LUMO energy (alpha / beta)**: 2.593 / 2.591 eV

Structure (ORCA input):
```
! RIJCOSX wB97M-V def2-TZVPD def2/J DEFGRID3
* xyz -1 6
Dy 0.166 -0.001 0.155
Cl -1.052 0.042 2.693
N 0.264 2.256 0.097
N 0.199 -2.259 0.124
C -0.254 2.968 -0.878
C -0.310 -2.970 -0.861
C 1.165 3.046 0.898
C 1.502 4.160 -0.066
C 2.459 2.377 1.321
C 0.347 3.445 2.126
H 2.938 1.817 0.483
H 2.258 1.756 2.226
H 3.140 3.012 1.891
H -0.534 3.994 1.739
H 0.979 4.075 2.769
H -0.012 2.546 2.667
C 1.057 -3.062 0.956
C 1.389 -4.200 0.019
C 0.204 -3.419 2.174
C 2.360 -2.426 1.398
H 2.869 -1.885 0.560
H 3.026 -3.076 1.967
H 2.161 -1.815 2.307
H -0.683 -3.950 1.776
H -0.140 -2.503 2.695
H 0.806 -4.058 2.837
O 0.289 -4.146 -0.985
H 1.434 -5.172 0.515
H 2.309 -3.929 -0.547
O 0.371 4.126 -1.039
H 2.398 3.852 -0.653
H 1.591 5.139 0.414
C -1.358 2.560 -1.794
C -1.376 -2.554 -1.814
C -1.263 -1.221 -2.637
H -2.309 -2.469 -1.213
H -1.481 -3.393 -2.545
C -1.273 0.005 -1.986
C -1.261 1.236 -2.629
H -2.055 0.021 -0.017
C -1.402 1.231 -4.053
C -1.483 0.015 -4.711
C -1.624 2.539 -4.759
C -1.405 -1.205 -4.062
H -1.675 0.019 -5.820
C -1.632 -2.507 -4.777
H -1.706 -2.251 -5.842
H -2.570 -2.983 -4.444
H -0.790 -3.190 -4.599
H -2.563 3.013 -4.426
H -1.694 2.290 -5.827
H -0.782 3.219 -4.572
H -1.498 3.406 -2.511
H -2.265 2.462 -1.157
N 2.146 0.007 2.742
C 2.002 -0.001 1.579
*
```


(5)
# C10H18BrMgNO4

A molecular structure, C10H18BrMgNO4 at a distorted geometry (ωB97M-V with the def2-TZVPD basis set, OMol25).

**HOMO-LUMO gap**: 0.125 Eh
**Energy**: -3520.909135 a.u.
**LUMO energy**: -12.026 eV

Structure (ORCA input):
```
! RIJCOSX wB97M-V def2-TZVPD def2/J DEFGRID3
* xyz 2 1
C -2.774 -0.984 -0.491
O -1.711 -1.623 0.268
C -0.472 -0.807 0.312
C -0.730 0.608 0.896
N -1.685 0.625 2.036
C 0.455 -1.561 1.322
C 1.858 -0.956 1.577
O 2.404 -1.350 2.507
O 2.446 -0.081 0.729
C 2.844 1.170 1.325
C 2.364 2.436 0.601
O 3.520 1.266 2.237
C 0.197 -0.900 -1.092
C 0.318 0.398 -1.934
C -0.708 0.453 -3.105
Br 2.096 0.282 -2.825
H -3.162 -1.726 -1.199
H -2.442 -0.132 -1.084
H -3.620 -0.714 0.147
H 0.168 1.109 1.257
H -1.200 1.208 0.111
H -1.684 -0.248 2.554
H -2.608 0.835 1.674
H 0.546 -2.604 0.933
H -0.055 -1.623 2.332
H 2.322 3.244 1.329
H 1.396 2.306 0.111
H 3.108 2.657 -0.173
H -0.377 -1.623 -1.685
H 1.191 -1.349 -1.009
H 0.359 1.331 -1.378
H -1.556 1.116 -2.895
H -1.028 -0.556 -3.388
H -0.202 0.840 -3.991
Mg -1.577 -3.049 1.991
*
```


(6)
# C8H17N2

A gas-phase ion, C8H17N2 (charge +1) at a distorted geometry (ωB97M-V with the def2-TZVPD basis set, OMol25).

**SMILES**: C[N+]1=CN(C(C)(C)C)CC1
**HOMO-LUMO gap**: 0.380 Eh
**Energy**: -424.251376 a.u.
**LUMO energy**: -3.048 eV

Structure (ORCA input):
```
! RIJCOSX wB97M-V def2-TZVPD def2/J DEFGRID3
* xyz 1 1
C 1.666 -2.244 1.987
N 0.683 -1.479 1.316
C 0.944 -0.692 0.303
N -0.020 0.079 -0.042
C -0.134 0.994 -1.152
C -1.285 0.448 -2.004
C -0.674 2.366 -0.550
C 1.210 1.195 -1.827
C -1.188 -0.345 0.804
C -0.617 -1.237 1.914
H 2.588 -1.625 2.041
H 1.974 -3.234 1.626
H 1.311 -2.454 2.993
H 1.901 -0.938 -0.261
H -1.271 0.612 -3.087
H -1.444 -0.685 -1.844
H -2.291 0.882 -1.586
H -0.260 2.564 0.469
H -1.757 2.265 -0.386
H -0.590 3.055 -1.330
H 1.305 0.600 -2.683
H 1.132 2.146 -2.297
H 2.067 0.980 -1.148
H -1.971 -0.862 0.340
H -1.669 0.486 1.347
H -0.445 -0.657 2.893
H -1.164 -2.221 2.164
*
```


Repeat the first record exactly.
# C16H26N2O4

2 unconnected molecules or ions with the total composition C16H26N2O4 at a distorted geometry (ωB97M-V with the def2-TZVPD basis set, OMol25).

**HOMO-LUMO gap**: 0.094 Eh
**Energy**: -1035.464357 a.u.
**LUMO energy**: -1.740 eV

Structure (ORCA input):
```
! RIJCOSX wB97M-V def2-TZVPD def2/J DEFGRID3
* xyz 0 1
C -3.709 1.461 2.231
C -2.612 1.589 1.162
C -3.161 1.047 -0.152
O -2.229 0.878 -1.195
C -1.247 -0.135 -1.049
C 0.082 0.526 -0.664
C 1.296 0.005 -1.451
C 2.540 0.018 -0.587
O 2.560 -0.543 0.479
N 3.626 0.739 -1.057
C 4.908 0.396 -0.490
C 5.637 1.363 0.186
C 6.864 1.055 0.766
C 7.355 -0.240 0.661
C 6.642 -1.210 -0.041
C 5.422 -0.894 -0.617
N -1.668 -1.114 -0.061
C -0.556 -2.019 0.332
C -2.678 -1.992 -0.592
C -3.631 -2.567 0.419
O -2.809 -2.256 -1.754
H -3.370 1.889 3.168
H -4.635 1.929 1.902
H -3.900 0.403 2.397
H -1.769 1.003 1.513
H -2.382 2.643 1.032
H -3.798 0.177 0.016
H -3.843 1.818 -0.520
H -0.037 1.567 -0.945
H 0.262 0.519 0.414
H 1.478 0.680 -2.286
H 1.146 -0.992 -1.848
H 3.645 0.755 -2.068
H 5.245 2.364 0.283
H 7.440 1.797 1.293
H 8.291 -0.520 1.120
H 7.005 -2.222 -0.132
H 4.822 -1.611 -1.156
H 0.075 -2.256 -0.517
H -1.004 -2.958 0.658
H -0.004 -1.631 1.178
H -4.597 -2.079 0.333
H -3.775 -3.626 0.243
H -3.247 -2.428 1.427
O -6.244 1.582 -0.904
H -6.047 1.571 -1.890
H -7.030 1.007 -0.676
H -6.358 2.514 -0.561
*
```


> The lowest energy belongs to which entry?

C10H18BrMgNO4


> What is the energy in the second record?

-664.332165 a.u.


> Which of these has the lowest energy?

C10H18BrMgNO4